[1]
The following is a quantum chemistry calculation of an isolated molecule of C5H10O at a distorted geometry, from the OMol25 dataset.

Positions of all 16 atoms, in Å:
C  -1.597  0.099  2.040
C  -0.688  0.578  0.969
O  -0.022  -0.521  0.389
C  0.212  -0.223  -0.942
C  1.470  0.412  -1.329
C  1.359  -1.041  -1.635
H  -2.102  0.938  2.514
H  -1.033  -0.474  2.765
H  -2.295  -0.588  1.588
H  -1.232  1.037  0.105
H  0.017  1.298  1.392
H  -0.675  -0.163  -1.561
H  1.443  1.101  -2.149
H  2.094  0.701  -0.503
H  1.219  -1.386  -2.663
H  1.829  -1.769  -0.983

Properties
HOMO-LUMO gap, eV: 10.709
Structure (SMILES): CCOC1CC1
E_HOMO, eV: -9.485
Energy relative to the best compared isomer or geometry (same formula, charge and spin), kcal per mole: 40.9

Need the natural (NBO) charges? In units of e they are: -0.62 -0.06 -0.53 0.08 -0.45 -0.44 0.21 0.21 0.21 0.16 0.16 0.18 0.22 0.22 0.21 0.22

=====

[2]
The following is a quantum chemistry calculation of a structure of composition C26H36AsN4NaO, from the OMol25 dataset.

Positions of all 69 atoms, in Å:
Na  -0.624  1.046  0.085
C  -2.083  0.865  3.058
C  -0.608  0.810  3.330
C  -0.096  0.875  4.621
C  1.275  0.886  4.793
C  2.095  0.857  3.677
C  1.510  0.797  2.419
N  0.186  0.750  2.259
C  2.335  0.838  1.162
C  3.723  0.932  1.204
C  4.419  1.030  0.016
C  3.723  1.051  -1.179
C  2.338  0.950  -1.143
N  1.674  0.824  0.004
C  1.512  0.985  -2.404
C  2.098  1.190  -3.645
C  1.293  1.195  -4.772
C  -0.063  0.984  -4.630
C  -0.583  0.786  -3.353
C  -2.055  0.545  -3.155
N  0.195  0.800  -2.268
H  -2.667  0.627  3.947
H  -2.355  0.187  2.250
H  -2.340  1.873  2.716
H  -0.767  0.920  5.470
H  1.706  0.932  5.785
H  3.168  0.884  3.801
H  4.260  0.937  2.141
H  5.500  1.101  0.020
H  4.259  1.143  -2.111
H  3.161  1.348  -3.745
H  1.726  1.357  -5.751
H  -0.720  0.969  -5.490
H  -2.469  -0.017  -3.993
H  -2.592  1.494  -3.085
H  -2.237  0.012  -2.224
N  -4.105  3.224  -0.299
C  -2.859  2.692  -0.351
O  -2.711  1.476  -0.190
C  -1.721  3.658  -0.619
C  -0.588  3.476  0.393
H  -4.881  2.626  -0.072
H  -4.242  4.216  -0.365
H  -2.171  4.667  -0.713
H  -1.350  3.406  -1.624
H  -0.842  3.965  1.345
H  0.340  3.917  0.007
C  -2.554  -2.871  1.375
C  -1.746  -3.103  0.099
As  -0.301  -1.774  -0.059
C  0.910  -2.455  1.347
C  1.058  -3.957  1.561
C  0.587  -2.458  -1.691
C  0.456  -3.936  -2.053
H  -3.370  -3.591  1.468
H  -2.992  -1.871  1.386
H  -1.929  -2.965  2.267
H  -2.379  -2.979  -0.782
H  -1.345  -4.115  0.067
H  0.565  -1.981  2.268
H  1.879  -2.001  1.128
H  0.096  -4.440  1.743
H  1.688  -4.154  2.432
H  1.522  -4.450  0.709
H  1.637  -2.169  -1.598
H  0.184  -1.854  -2.506
H  0.926  -4.594  -1.324
H  0.929  -4.129  -3.019
H  -0.589  -4.237  -2.139

Properties
HOMO-LUMO gap, eV: 5.086
E_HOMO, eV: -4.880
Energy relative to the best compared isomer or geometry (same formula, charge and spin), kcal per mole: 0.0

Need the natural (NBO) charges? In units of e they are: 0.79 -0.65 0.25 -0.25 -0.16 -0.24 0.16 -0.44 0.26 -0.25 -0.17 -0.25 0.26 -0.47 0.16 -0.24 -0.16 -0.25 0.25 -0.65 -0.45 0.21 0.23 0.25 0.22 0.22 0.21 0.21 0.22 0.21 0.21 0.22 0.22 0.21 0.24 0.25 -0.82 0.70 -0.72 -0.52 -0.97 0.39 0.39 0.15 0.21 0.16 0.17 -0.62 -0.73 0.91 -0.72 -0.62 -0.71 -0.61 0.21 0.21 0.20 0.22 0.21 0.22 0.22 0.20 0.21 0.20 0.22 0.22 0.20 0.21 0.20

=====

[3]
The following is a quantum chemistry calculation of a structure of composition C6H16Ba2FO6S2 at a distorted geometry, from the OMol25 dataset.

Positions of all 33 atoms, in Å:
Ba  -3.053  -2.977  -0.837
Ba  -1.274  -4.088  2.666
F  -1.679  -2.042  1.171
O  3.551  -3.186  1.269
S  2.242  -2.696  1.271
O  1.188  -3.553  1.837
O  2.108  -1.420  2.100
C  3.336  -0.626  2.366
C  2.938  0.828  2.458
C  1.778  -2.165  -0.348
H  4.053  -0.747  1.556
H  3.805  -1.014  3.266
H  2.267  1.073  3.279
H  2.327  1.070  1.574
H  3.805  1.481  2.414
H  2.357  -2.781  -1.040
H  2.214  -1.173  -0.471
H  0.709  -2.227  -0.494
O  -2.046  -0.541  -1.454
S  -1.104  0.581  -1.438
O  0.170  0.335  -1.977
O  -1.719  1.757  -2.187
C  -3.180  2.000  -2.205
C  -3.382  3.282  -2.994
C  -0.988  1.139  0.185
H  -3.491  2.142  -1.170
H  -3.668  1.154  -2.678
H  -2.966  3.154  -3.994
H  -2.909  4.123  -2.500
H  -4.452  3.427  -3.143
H  -1.994  1.341  0.550
H  -0.365  2.028  0.192
H  -0.579  0.321  0.777

Properties
HOMO-LUMO gap, eV: 7.542
E_HOMO, eV: -19.160
Net charge: +3
Energy relative to the best compared isomer or geometry (same formula, charge and spin), kcal per mole: 0.0

Need the Mulliken charges? In units of e they are: 1.84 1.82 -0.81 -0.53 1.04 -0.59 -0.26 -0.33 -1.03 -0.80 0.40 0.37 0.32 0.19 0.38 0.51 0.35 0.08 -0.60 1.01 -0.54 -0.20 -0.12 -1.28 -0.77 0.31 0.26 0.35 0.35 0.39 0.37 0.39 0.12

=====

[4]
The following is a quantum chemistry calculation of a structure of composition C29H38N4O2P2Pb at a distorted geometry, from the OMol25 dataset.

Positions of all 76 atoms, in Å:
Pb  3.369  -0.589  1.047
C  -5.148  -2.953  -0.918
C  -4.506  -2.056  -1.672
C  -4.848  -0.608  -1.856
C  -5.720  0.043  -0.759
C  -5.128  -0.006  0.624
C  -5.231  -0.986  1.530
C  -6.008  -2.268  1.403
C  -6.343  -2.740  -0.029
C  4.494  0.648  2.554
H  -4.810  -3.998  -0.951
H  -3.681  -2.406  -2.305
H  -5.368  -0.475  -2.821
H  -3.912  -0.035  -1.944
H  -5.814  1.108  -1.025
H  -6.732  -0.372  -0.802
H  -4.583  0.904  0.904
H  -4.778  -0.837  2.517
H  -6.957  -2.179  1.959
H  -5.444  -3.067  1.909
H  -6.840  -3.718  0.075
H  -7.087  -2.069  -0.471
H  5.264  -0.043  2.947
H  3.822  0.989  3.358
H  4.959  1.504  2.033
P  1.257  1.469  1.295
P  1.567  -0.266  -1.271
N  0.502  1.115  2.855
N  1.497  3.204  1.490
N  0.606  -1.743  -1.130
N  2.123  -0.438  -2.916
C  -0.170  1.378  0.150
C  0.278  1.029  -1.286
C  0.857  -0.027  3.591
C  0.011  -0.129  4.683
C  -0.897  0.983  4.631
C  -0.578  1.727  3.502
C  2.507  3.739  2.314
C  2.636  5.095  2.040
C  1.682  5.418  1.015
C  1.010  4.249  0.695
C  1.053  -2.870  -0.417
C  0.032  -3.804  -0.374
C  -1.084  -3.253  -1.082
C  -0.708  -1.994  -1.529
C  1.508  -0.904  -4.084
C  2.352  -0.661  -5.161
C  3.536  -0.028  -4.645
C  3.377  0.096  -3.278
H  -0.704  2.334  0.167
H  -0.848  0.605  0.545
H  -0.555  0.709  -1.920
H  0.743  1.903  -1.772
H  1.680  -0.655  3.269
H  0.035  -0.917  5.423
H  -1.680  1.186  5.352
H  -1.006  2.644  3.119
H  3.033  3.105  3.009
H  3.343  5.768  2.501
H  1.549  6.395  0.562
H  0.225  4.073  -0.027
H  2.053  -2.894  0.004
H  0.079  -4.765  0.121
H  -2.051  -3.726  -1.223
H  -1.271  -1.259  -2.092
H  0.546  -1.393  -4.045
H  2.163  -0.889  -6.201
H  4.394  0.304  -5.215
H  4.016  0.497  -2.502
C  7.204  -0.162  -1.341
C  5.880  0.201  -0.707
O  5.573  1.383  -0.470
O  5.108  -0.834  -0.466
H  7.816  0.737  -1.459
H  7.031  -0.633  -2.318
H  7.718  -0.895  -0.708

Properties
HOMO-LUMO gap (alpha / beta), eV: 3.432 / 2.335
E_HOMO (alpha / beta), eV: -12.701 / -12.701
Net charge: +2
Energy relative to the best compared isomer or geometry (same formula, charge and spin), kcal per mole: 0.0

Need the Mulliken charges? In units of e they are: 1.27 -0.41 -0.32 -0.45 -0.96 -0.24 -0.50 -0.52 -0.91 -1.33 0.35 0.68 0.35 0.04 0.42 0.33 0.39 0.39 0.33 0.33 0.39 0.32 0.54 0.41 0.40 0.24 -0.24 0.52 0.43 0.43 0.48 -1.28 -0.88 -0.37 -0.69 -0.79 -0.32 -0.24 -0.62 -0.69 0.02 -0.45 -1.06 -0.28 -0.45 -0.25 -0.64 -0.64 -0.25 0.63 0.42 0.59 0.45 0.32 0.47 0.47 0.50 0.54 0.48 0.46 0.48 0.53 0.45 0.41 0.53 0.45 0.45 0.46 0.18 -1.14 0.95 -0.64 -0.73 0.35 0.30 0.33

=====

[5]
The following is a quantum chemistry calculation of a structure of composition C5H8N2O at a distorted geometry, from the OMol25 dataset.

Positions of all 16 atoms, in Å:
C  1.035  -0.637  0.175
C  0.504  -0.142  -1.226
C  -0.223  1.109  -1.048
C  -1.245  1.112  -0.059
C  -1.100  0.256  0.997
H  1.795  0.213  0.484
H  1.493  -1.525  0.389
H  1.336  -0.290  -1.868
H  -0.315  -0.934  -1.438
H  -0.671  1.499  -2.066
H  0.740  2.124  -1.066
H  -2.072  1.561  -0.367
H  -1.830  0.179  1.736
N  -0.223  -1.543  2.130
N  -0.032  -0.661  1.062
O  0.809  -2.321  2.166

Properties
HOMO-LUMO gap, eV: 8.614
E_HOMO, eV: -8.587
Energy relative to the best compared isomer or geometry (same formula, charge and spin), kcal per mole: 126.3

Need the natural (NBO) charges? In units of e they are: -0.24 -0.41 -0.40 -0.28 0.01 0.19 0.25 0.23 0.20 0.23 0.17 0.22 0.22 0.26 -0.24 -0.42

=====

[6]
The following is a quantum chemistry calculation of an isolated molecule of CH5NS at a distorted geometry, from the OMol25 dataset.

Positions of all 8 atoms, in Å:
C  0.670  0.256  0.603
N  -0.625  0.182  -0.038
S  -0.997  -1.015  -1.208
H  0.763  1.038  1.219
H  0.806  -0.615  1.138
H  1.273  0.212  -0.199
H  -1.308  0.173  0.801
H  -0.581  -0.231  -2.316

Properties
HOMO-LUMO gap, eV: 9.494
Structure (SMILES): CNS
E_HOMO, eV: -8.564
Energy relative to the best compared isomer or geometry (same formula, charge and spin), kcal per mole: 20.5

Need the natural (NBO) charges? In units of e they are: -0.40 -0.77 0.14 0.20 0.17 0.19 0.36 0.11

=====

What did the second record say?
The following is a quantum chemistry calculation of a structure of composition C26H36AsN4NaO, from the OMol25 dataset.

Positions of all 69 atoms, in Å:
Na  -0.624  1.046  0.085
C  -2.083  0.865  3.058
C  -0.608  0.810  3.330
C  -0.096  0.875  4.621
C  1.275  0.886  4.793
C  2.095  0.857  3.677
C  1.510  0.797  2.419
N  0.186  0.750  2.259
C  2.335  0.838  1.162
C  3.723  0.932  1.204
C  4.419  1.030  0.016
C  3.723  1.051  -1.179
C  2.338  0.950  -1.143
N  1.674  0.824  0.004
C  1.512  0.985  -2.404
C  2.098  1.190  -3.645
C  1.293  1.195  -4.772
C  -0.063  0.984  -4.630
C  -0.583  0.786  -3.353
C  -2.055  0.545  -3.155
N  0.195  0.800  -2.268
H  -2.667  0.627  3.947
H  -2.355  0.187  2.250
H  -2.340  1.873  2.716
H  -0.767  0.920  5.470
H  1.706  0.932  5.785
H  3.168  0.884  3.801
H  4.260  0.937  2.141
H  5.500  1.101  0.020
H  4.259  1.143  -2.111
H  3.161  1.348  -3.745
H  1.726  1.357  -5.751
H  -0.720  0.969  -5.490
H  -2.469  -0.017  -3.993
H  -2.592  1.494  -3.085
H  -2.237  0.012  -2.224
N  -4.105  3.224  -0.299
C  -2.859  2.692  -0.351
O  -2.711  1.476  -0.190
C  -1.721  3.658  -0.619
C  -0.588  3.476  0.393
H  -4.881  2.626  -0.072
H  -4.242  4.216  -0.365
H  -2.171  4.667  -0.713
H  -1.350  3.406  -1.624
H  -0.842  3.965  1.345
H  0.340  3.917  0.007
C  -2.554  -2.871  1.375
C  -1.746  -3.103  0.099
As  -0.301  -1.774  -0.059
C  0.910  -2.455  1.347
C  1.058  -3.957  1.561
C  0.587  -2.458  -1.691
C  0.456  -3.936  -2.053
H  -3.370  -3.591  1.468
H  -2.992  -1.871  1.386
H  -1.929  -2.965  2.267
H  -2.379  -2.979  -0.782
H  -1.345  -4.115  0.067
H  0.565  -1.981  2.268
H  1.879  -2.001  1.128
H  0.096  -4.440  1.743
H  1.688  -4.154  2.432
H  1.522  -4.450  0.709
H  1.637  -2.169  -1.598
H  0.184  -1.854  -2.506
H  0.926  -4.594  -1.324
H  0.929  -4.129  -3.019
H  -0.589  -4.237  -2.139

Properties
HOMO-LUMO gap, eV: 5.086
E_HOMO, eV: -4.880
Energy relative to the best compared isomer or geometry (same formula, charge and spin), kcal per mole: 0.0

Need the natural (NBO) charges? In units of e they are: 0.79 -0.65 0.25 -0.25 -0.16 -0.24 0.16 -0.44 0.26 -0.25 -0.17 -0.25 0.26 -0.47 0.16 -0.24 -0.16 -0.25 0.25 -0.65 -0.45 0.21 0.23 0.25 0.22 0.22 0.21 0.21 0.22 0.21 0.21 0.22 0.22 0.21 0.24 0.25 -0.82 0.70 -0.72 -0.52 -0.97 0.39 0.39 0.15 0.21 0.16 0.17 -0.62 -0.73 0.91 -0.72 -0.62 -0.71 -0.61 0.21 0.21 0.20 0.22 0.21 0.22 0.22 0.20 0.21 0.20 0.22 0.22 0.20 0.21 0.20